(1)
{"formula": "C11H24ClInN2O4P", "method": "ωB97M-V with the def2-TZVPD basis set", "elements": ["C", "C", "N", "C", "C", "In", "C", "C", "N", "O", "C", "C", "C", "O", "P", "O", "Cl", "C", "C", "O", "H", "H", "H", "H", "H", "H", "H", "H", "H", "H", "H", "H", "H", "H", "H", "H", "H", "H", "H", "H", "H", "H", "H", "H"], "positions_angstrom": [[3.86235, 1.26584, -0.38006], [3.16044, 0.14880, 0.38200], [2.47087, -0.76790, -0.54283], [1.71683, -1.79881, 0.23557], [0.20752, -1.61897, 0.21923], [-0.59293, 0.38586, 0.74918], [0.46352, 2.17184, -0.04108], [-0.50963, 3.32166, -0.10638], [-0.38978, 4.35152, -0.84409], [-2.53400, 0.54998, -0.01649], [-3.13015, -0.67811, -0.33181], [-4.41184, -0.40314, -1.12610], [-5.65370, -0.36624, -0.24380], [-4.61439, -1.33216, -2.20088], [-0.83858, 0.59208, 3.31212], [-2.02906, 1.76911, 3.38565], [-1.85918, -1.17364, 3.90124], [3.43596, -1.45639, -1.35667], [4.58674, -2.18046, -0.67677], [3.34338, -1.47595, -2.58714], [4.01621, 2.12343, 0.26611], [3.21789, 1.57478, -1.19402], [4.81426, 0.92378, -0.77295], [3.86669, -0.37694, 1.03011], [2.40267, 0.56676, 1.03457], [2.09403, -1.85267, 1.25764], [1.94435, -2.77283, -0.20838], [-0.18434, -2.30779, 0.96879], [-0.17996, -1.96436, -0.73464], [1.25923, 2.47069, 0.63698], [0.82872, 2.00411, -1.04891], [-1.40539, 3.27437, 0.50825], [0.47615, 4.26532, -1.38120], [-2.48139, -1.33067, -0.92540], [-3.38513, -1.21356, 0.59057], [-4.26681, 0.59538, -1.53295], [-6.52711, -0.70317, -0.79072], [-5.52212, -0.98337, 0.63903], [-5.80304, 0.64900, 0.10690], [-4.12890, -0.98791, -2.94508], [-2.36362, 1.77213, 4.28300], [5.45734, -1.53119, -0.68202], [4.37293, -2.40232, 0.36377], [4.81296, -3.09790, -1.20033]], "forces_ev_per_angstrom": [[-0.339, -0.242, 0.251], [-0.154, 0.231, -0.372], [0.593, -0.439, 0.410], [-0.282, -0.140, -0.524], [0.096, 0.273, 0.466], [-0.075, -0.214, -0.506], [-1.106, 0.136, 0.336], [0.290, 0.070, -0.243], [-0.162, -0.011, 0.009], [0.478, -0.163, 0.039], [-0.070, 0.552, 0.181], [-0.040, 0.091, 0.157], [0.267, -0.028, 0.003], [-0.367, -0.212, 0.288], [0.540, 0.428, 0.266], [-0.034, -0.561, -0.282], [-0.224, -0.069, -0.221], [-0.263, 0.001, -2.365], [-0.273, 0.240, 0.247], [0.126, 0.035, 2.386], [0.206, 0.120, 0.107], [-0.008, 0.097, -0.223], [0.201, 0.077, -0.170], [0.125, -0.131, 0.142], [-0.200, 0.045, 0.063], [0.106, 0.145, 0.210], [0.121, -0.128, -0.047], [-0.175, -0.100, 0.091], [-0.116, 0.159, -0.233], [0.291, -0.063, 0.009], [0.410, -0.128, -0.057], [-0.101, 0.067, 0.194], [0.040, 0.025, -0.053], [0.065, -0.110, -0.180], [-0.013, -0.314, 0.048], [0.054, 0.127, -0.245], [-0.176, 0.044, -0.121], [-0.075, -0.243, 0.097], [-0.144, 0.162, 0.081], [0.286, -0.016, -0.310], [-0.080, 0.300, 0.316], [0.202, 0.065, -0.135], [-0.103, -0.078, 0.129], [0.081, -0.100, -0.241]], "mulliken_charge": [-1.547, -0.414, 0.306, -0.836, -1.298, 0.801, -0.908, -0.040, -0.816, -0.692, -0.234, 0.427, -1.324, -0.599, 0.257, -0.459, -0.362, 0.487, -1.077, -0.610, 0.411, 0.303, 0.389, 0.510, 0.354, 0.253, 0.557, 0.426, 0.390, 0.358, 0.199, 0.426, 0.272, 0.175, 0.170, 0.148, 0.364, 0.322, 0.300, 0.337, 0.262, 0.285, 0.365, 0.365], "homo_lumo_gap_ev": 7.0, "largest_force_ev_per_a": 2.4, "energy_ha": -1835.71624, "lumo_ev": 2.74, "total_charge": -1}



(2)
{"formula": "C5H9N", "method": "ωB97M-V with the def2-TZVPD basis set", "elements": ["C", "C", "C", "C", "C", "N", "H", "H", "H", "H", "H", "H", "H", "H", "H"], "positions_angstrom": [[-2.17301, 1.01411, 0.37280], [-1.15454, 0.54094, 1.08131], [0.25369, 1.00578, 0.73403], [1.15357, -0.10137, 0.21191], [0.70908, -0.88184, -0.78093], [1.56389, -1.77383, -1.47481], [-3.20961, 0.70378, 0.37965], [-2.01929, 1.74425, -0.41226], [-1.20279, -0.13447, 1.92471], [0.19535, 1.74433, -0.07299], [0.64924, 1.56437, 1.58356], [2.20257, -0.14685, 0.48198], [-0.31409, -0.77709, -1.11866], [1.10737, -2.41340, -2.10905], [2.23858, -2.08872, -0.80126]], "forces_ev_per_angstrom": [[-0.442, -0.297, -0.346], [0.686, 0.839, -0.631], [-0.249, 0.168, 0.014], [-0.632, -0.039, -0.308], [0.854, 0.085, -0.051], [-1.034, 1.124, 0.527], [-0.024, -0.204, 0.744], [0.416, 0.017, -0.059], [-0.405, -0.268, -0.142], [-0.215, 0.105, 0.170], [0.370, -0.336, 0.122], [-0.017, 0.051, 0.202], [-0.006, -0.137, -0.185], [0.367, -0.263, 0.519], [0.332, -0.843, -0.576]], "mulliken_charge": [-0.725, -0.109, -0.633, -0.468, -0.049, -0.506, 0.268, 0.222, 0.317, 0.242, 0.357, 0.298, 0.330, 0.233, 0.224], "homo_lumo_gap_ev": 9.2, "largest_force_ev_per_a": 1.6, "smiles": "C=CC/C=C/N", "energy_ha": -250.61001, "lumo_ev": 1.22, "e_above_lowest_kj_mol": 149.48}



(3)
{"formula": "C16H34F6N2O6Zn", "method": "ωB97M-V with the def2-TZVPD basis set", "elements": ["Zn", "C", "O", "O", "C", "F", "F", "F", "C", "C", "H", "H", "H", "H", "H", "H", "C", "O", "O", "C", "F", "F", "F", "C", "C", "H", "H", "H", "H", "H", "H", "C", "C", "C", "O", "C", "N", "H", "H", "H", "H", "H", "H", "H", "H", "H", "H", "H", "C", "C", "C", "O", "C", "N", "H", "H", "H", "H", "H", "H", "H", "H", "H", "H", "H"], "positions_angstrom": [[-0.72097, 0.06247, -0.08036], [-0.25847, -2.76949, -1.26209], [1.08444, -2.27369, -1.37757], [-1.00582, -1.83505, -0.70100], [-0.73994, -3.21913, -2.68298], [-0.47269, -2.31684, -3.62850], [-0.15477, -4.35893, -3.08347], [-2.06045, -3.44915, -2.68980], [2.09999, -3.25940, -1.34267], [3.43698, -2.50174, -1.37347], [4.28796, -3.18430, -1.40625], [3.51117, -1.93044, -2.30375], [3.56223, -1.79491, -0.55410], [2.07301, -3.95024, -2.18350], [2.11805, -3.75010, -0.36433], [-0.18637, -3.67404, -0.64214], [-1.98351, 2.44775, 1.56789], [-0.96999, 3.20753, 0.87981], [-1.87164, 1.14017, 1.24593], [-1.97897, 2.73638, 3.09134], [-2.31978, 1.65293, 3.81976], [-0.78722, 3.16356, 3.52735], [-2.91216, 3.66324, 3.38293], [-1.18982, 4.61539, 0.85744], [-0.42067, 5.21790, -0.31581], [-0.30929, 6.29797, -0.21497], [0.60559, 4.84975, -0.34217], [-0.94115, 4.98898, -1.24536], [-0.71729, 5.05142, 1.74736], [-2.23399, 4.92568, 0.92491], [-2.94319, 2.79283, 1.15882], [0.47968, 0.73784, -3.29482], [-0.04412, 1.79773, -2.34171], [-1.57463, 1.72420, -2.31838], [-1.99494, 0.48886, -1.76732], [-2.87195, -0.22868, -2.62046], [0.53245, 1.44093, -1.01594], [0.33891, -0.29614, -2.95711], [1.57032, 0.76185, -3.37624], [-0.03849, 0.74288, -4.25499], [0.38232, 2.73435, -2.70510], [-1.96667, 1.88332, -3.32468], [-2.02476, 2.51322, -1.70493], [-2.46401, -0.61664, -3.55919], [-3.72971, 0.41373, -2.82281], [-3.19741, -1.15400, -2.14805], [0.46043, 2.21872, -0.35797], [1.52585, 1.30745, -1.17884], [-0.97677, -1.62317, 2.56730], [0.28536, -0.80532, 2.66066], [1.46434, -1.46305, 3.38943], [1.96385, -2.52452, 2.58171], [3.04560, -3.17459, 3.21663], [0.81815, -0.36111, 1.30691], [-0.72305, -2.61382, 2.18255], [-1.80042, -1.23766, 1.96990], [-1.40635, -1.70261, 3.56923], [0.08827, 0.09429, 3.24915], [1.10212, -1.93195, 4.31310], [2.25966, -0.74969, 3.63041], [2.82995, -3.51320, 4.23337], [3.94844, -2.56062, 3.18954], [3.25092, -4.09466, 2.66750], [1.41584, -1.15453, 1.06734], [1.44957, 0.40011, 1.54456]], "forces_ev_per_angstrom": [[-0.297, -0.724, 0.552], [0.451, 0.481, 0.663], [0.195, -0.346, -0.526], [-0.715, 0.418, -0.191], [-0.032, 0.106, 0.822], [-0.094, 0.444, -0.355], [0.256, -0.378, 0.038], [-0.178, 0.061, -0.053], [1.427, 1.165, 0.689], [-0.050, 0.021, -0.989], [-0.077, -0.118, 0.275], [-0.102, 0.087, 0.037], [-0.152, -0.153, 0.182], [-0.246, -0.191, 0.117], [-0.571, -0.547, -0.162], [-0.167, -0.474, -0.083], [-0.366, -1.629, -1.974], [-0.396, 0.419, 0.171], [0.821, 0.152, 0.358], [-0.382, -0.756, -0.057], [0.337, 0.209, -0.227], [0.052, 0.101, 0.239], [0.253, 0.425, 0.079], [1.585, 0.664, 0.707], [-0.483, -0.119, -0.017], [-0.342, 0.041, 0.011], [-0.087, -0.315, -0.024], [0.240, 0.055, -0.211], [-0.183, -0.125, 0.215], [-0.192, -0.388, -0.445], [-0.238, 0.568, 0.397], [0.136, -1.278, -0.149], [0.396, -1.129, -0.264], [0.003, 1.091, 0.423], [0.223, 0.062, -0.880], [-0.736, -0.740, 0.000], [-0.100, 1.050, -0.395], [-0.385, 0.343, 0.483], [-0.062, 0.497, -0.458], [0.409, 0.437, -0.186], [-0.650, 0.430, 0.203], [0.116, -0.258, -0.088], [0.249, 0.058, 0.112], [0.602, 0.666, -0.020], [-0.137, -0.120, -0.117], [0.021, 0.332, 0.590], [-0.265, 0.081, -0.064], [-0.056, -0.443, 0.224], [0.015, -0.867, 0.293], [0.720, 1.239, -0.151], [-0.958, -1.080, -0.012], [0.216, 0.151, 0.321], [0.154, -0.641, -0.540], [-0.138, -0.683, 1.552], [-0.205, -0.073, 0.096], [0.428, 0.448, -0.221], [0.180, -0.257, 0.061], [-0.228, 0.140, -0.254], [0.036, 0.338, 0.199], [-0.017, 0.116, -0.099], [-0.189, 0.400, 0.157], [0.022, 0.117, 0.207], [0.000, 0.131, -0.220], [-0.081, 0.188, -0.691], [0.008, 0.100, -0.346]], "mulliken_charge": [1.911, -0.252, -0.165, -0.666, 0.551, -0.256, -0.308, -0.279, -0.269, -1.335, 0.400, 0.339, 0.243, 0.357, 0.238, 0.428, -0.360, -0.311, -0.825, 0.815, -0.254, -0.275, -0.305, -0.503, -1.113, 0.429, 0.250, 0.236, 0.283, 0.409, 0.354, -1.502, 0.505, -1.004, -0.301, -1.084, -0.333, 0.153, 0.424, 0.396, 0.316, 0.704, 0.256, 0.373, 0.408, 0.225, 0.081, 0.349, -1.513, 0.745, -1.119, -0.193, -0.912, -0.013, 0.310, 0.192, 0.489, 0.120, 0.505, 0.397, 0.322, 0.363, 0.241, -0.051, 0.384], "homo_lumo_gap_ev": 8.8, "largest_force_ev_per_a": 2.6, "energy_ha": -3569.54916, "lumo_ev": 0.23, "e_above_lowest_kj_mol": 19.59}